Below is C29H29N6O2Pd as an isolated structure, with properties calculated with the ωB97M-V functional and the def2-TZVPD basis.

Relative energy (zero: lowest compared OMol25 entry of this formula, charge and spin), kJ/mol: 56.0
Net charge: +3
Highest occupied orbital energy (alpha / beta), eV: -16.6 / -16.6
HOMO-LUMO gap (alpha / beta), eV: 5.20 / 5.20

Last column: Löwdin charge in e.
Geometry (Å):
Pd1 0.1761 0.6362 -0.6650  1.08
C1 1.1050 5.0782 2.7911  0.02
C2 1.3775 4.0909 1.8414  -0.04
N1 0.5873 3.0494 1.5820  0.14
C3 -0.5369 2.9534 2.2643  -0.13
C4 -0.9225 3.8963 3.2484  -0.12
C5 -0.0637 4.9851 3.5042  0.06
C6 -2.1243 3.7273 3.9557  0.12
C7 -2.9937 2.6543 3.7071  0.01
C8 -2.6460 1.7102 2.7892  0.06
C9 -1.3796 1.7598 2.0713  -0.13
N2 -1.0171 0.7987 1.2583  0.14
C10 -1.6011 -0.4456 1.4096  -0.21
C11 -1.9085 -1.0140 2.6380  0.03
C12 -2.5641 -2.2527 2.6998  -0.01
C13 -2.9288 -2.8976 1.5472  0.05
C14 -2.5779 -2.3716 0.2749  -0.12
C15 -2.8963 -3.0015 -0.9482  0.05
C16 -2.4792 -2.4356 -2.1218  0.01
C17 -1.6966 -1.2738 -2.0793  -0.07
N3 -1.3941 -0.6618 -0.9479  0.01
C18 -1.8509 -1.1767 0.2195  -0.17
H1 1.8038 5.8870 2.9512  0.13
H2 2.2919 4.1430 1.2634  0.11
H3 -0.3298 5.7209 4.2531  0.15
H4 -2.4112 4.4823 4.6809  0.15
H5 -3.9567 2.6177 4.1973  0.14
H6 -3.3704 0.9632 2.4955  0.14
H7 -1.5865 -0.5277 3.5511  0.14
H8 -2.7851 -2.6899 3.6637  0.13
H9 -3.4668 -3.8366 1.5946  0.14
H10 -3.4739 -3.9181 -0.9459  0.15
H11 -2.7202 -2.8735 -3.0800  0.13
H12 -1.3179 -0.8385 -2.9932  0.13
C19 3.8206 3.1511 -0.8605  0.03
C20 2.4746 2.6021 -1.2270  -0.47
O1 1.9738 1.6989 -0.5250  -0.08
N4 1.9077 3.0960 -2.3317  0.11
C21 0.7460 2.5072 -2.9869  -0.09
C22 1.0732 1.0934 -3.3843  -0.23
C23 1.6081 0.7795 -4.6197  0.03
C24 2.0616 -0.5111 -4.8623  0.01
C25 1.9799 -1.4551 -3.8510  0.00
C26 1.4140 -1.0968 -2.6422  -0.08
N5 0.9607 0.1465 -2.4347  -0.04
H13 4.0781 2.8594 0.1530  0.10
H14 3.8560 4.2350 -0.9704  0.10
H15 4.5687 2.7242 -1.5320  0.11
H16 2.4368 3.7841 -2.8460  0.17
H17 0.5062 3.1116 -3.8575  0.15
H18 -0.1135 2.5428 -2.3148  0.11
H19 1.6739 1.5448 -5.3817  0.14
H20 2.4809 -0.7697 -5.8256  0.14
H21 2.3425 -2.4639 -3.9878  0.13
H22 1.2909 -1.7859 -1.8144  0.09
C27 0.4806 -4.7245 -0.8907  -0.02
N6 0.6683 -4.3874 0.5104  -0.17
C28 0.8374 -5.5063 1.4326  -0.02
C29 0.8199 -3.1284 0.9146  -0.30
O2 0.8047 -2.1201 0.1972  -0.07
H23 -0.3396 -5.4360 -0.9890  0.10
H24 1.3825 -5.1841 -1.2985  0.11
H25 0.2465 -3.8234 -1.4498  0.06
H26 1.7334 -6.0732 1.1800  0.11
H27 -0.0240 -6.1708 1.3744  0.10
H28 0.9330 -5.1354 2.4507  0.09
H29 0.9747 -3.0438 1.9992  0.15

=====

Below is C29H30As2Cl2CrN3 as an isolated structure, with properties calculated with the ωB97M-V functional and the def2-TZVPD basis.

Relative energy (zero: lowest compared OMol25 entry of this formula, charge and spin), kJ/mol: 122.3
Net charge: +1
⟨S²⟩: 6.077
Highest occupied orbital energy (alpha / beta), eV: -7.3 / -9.8
HOMO-LUMO gap (alpha / beta), eV: 4.49 / 6.65
Multiplicity: 5

Last column: Löwdin charge in e.
Geometry (Å):
Cr1 -1.2475 -0.0020 0.1328  0.29
C1 -3.0198 -3.1762 -2.2869  -0.03
C2 -2.8905 -2.0384 -1.4764  -0.12
N1 -1.7852 -1.7390 -0.8429  -0.01
C3 -0.7064 -2.5703 -0.9737  -0.17
C4 -0.7478 -3.7330 -1.7630  -0.16
C5 -1.9554 -4.0162 -2.4287  0.02
C6 0.4157 -4.5304 -1.8617  -0.03
C7 1.5414 -4.1411 -1.1986  -0.05
C8 1.5829 -2.9668 -0.4028  0.01
C9 0.4717 -2.1777 -0.2639  -0.23
N2 0.3164 -1.0359 0.5026  -0.09
C10 0.7656 -0.9248 1.8533  -0.24
C11 2.0361 -1.2002 2.3450  -0.03
C12 2.2688 -1.0942 3.7137  -0.09
C13 1.2556 -0.7137 4.5796  -0.04
C14 -0.0236 -0.3944 4.0997  -0.19
C15 -1.1058 0.0516 4.9271  -0.04
C16 -2.3469 0.3287 4.3285  -0.10
C17 -2.5198 0.2166 2.9796  -0.19
N3 -1.4849 -0.1814 2.1256  -0.10
C18 -0.2491 -0.5073 2.7150  -0.23
H1 -3.9602 -3.3685 -2.7872  0.12
H2 -3.7235 -1.3614 -1.3482  0.08
H3 -2.0277 -4.9007 -3.0532  0.13
H4 0.3947 -5.4402 -2.4512  0.12
H5 2.4377 -4.7447 -1.2780  0.11
H6 2.5049 -2.6927 0.0878  0.10
H7 2.8516 -1.4556 1.6802  0.10
H8 3.2582 -1.3108 4.0994  0.11
H9 1.4406 -0.6528 5.6478  0.11
H10 -0.9599 0.1573 5.9949  0.10
H11 -3.1944 0.6354 4.9304  0.10
H12 -3.4862 0.4118 2.5452  0.05
C19 0.2839 -0.7344 -3.4361  -0.24
As1 -0.1157 0.6615 -2.1471  1.16
C20 -0.3598 2.1328 -3.3999  -0.29
C21 1.6413 1.1606 -1.4784  -0.41
C22 2.7965 0.9415 -2.2193  -0.09
C23 4.0285 1.3576 -1.7288  -0.06
C24 4.1046 2.0032 -0.5015  -0.06
C25 2.9494 2.2291 0.2368  -0.08
C26 1.7185 1.8063 -0.2483  -0.40
As2 0.0743 2.0811 0.7443  1.18
C27 0.6608 2.4402 2.5437  -0.22
C28 -0.4013 3.8800 0.1730  -0.25
H13 0.7520 -0.2856 -4.3074  0.04
H14 -0.6481 -1.2096 -3.7392  0.04
H15 0.9416 -1.4834 -3.0020  0.04
H16 0.6076 2.3225 -3.8553  0.04
H17 -0.7140 3.0293 -2.8987  0.01
H18 -1.0794 1.8457 -4.1637  0.01
H19 2.7483 0.4369 -3.1759  0.10
H20 4.9288 1.1742 -2.3047  0.11
H21 5.0645 2.3268 -0.1151  0.11
H22 3.0182 2.7223 1.1968  0.10
H23 1.1384 3.4161 2.5704  0.04
H24 1.3429 1.6628 2.8753  0.04
H25 -0.2141 2.4386 3.1910  0.05
H26 0.5023 4.4805 0.1482  0.04
H27 -1.1043 4.3078 0.8857  0.04
H28 -0.8555 3.8688 -0.8151  0.01
Cl1 -3.5517 1.8765 -2.8097  0.62
C29 -4.0602 2.1789 -1.1612  -0.87
Cl2 -3.4744 0.9474 0.0081  0.69
H29 -5.1369 2.1151 -1.1102  0.04
H30 -3.6940 3.1380 -0.8278  0.04

=====

Below is C29H30CrF3N8O11 as an isolated structure, with properties calculated with the ωB97M-V functional and the def2-TZVPD basis.

⟨S²⟩: 3.776
Highest occupied orbital energy (alpha / beta), eV: -9.4 / -9.4
HOMO-LUMO gap (alpha / beta), eV: 8.59 / 8.39
Multiplicity: 4

Last column: Löwdin charge in e.
Geometry (Å):
Cr1 0.1257 -0.0963 3.3329  0.99
N1 0.3701 0.4421 5.6847  -0.43
O1 0.3380 0.4889 6.8792  0.17
O2 1.1808 -0.3538 4.9854  -0.09
O3 -0.4616 1.0889 4.8833  -0.08
N2 2.0294 -2.3154 2.3621  -0.53
O4 2.8725 -1.6409 1.7987  0.03
O5 2.3333 -3.4337 2.7831  0.04
O6 0.8170 -1.8990 2.4703  -0.14
N3 -1.3434 0.5426 0.7761  -0.49
O7 -0.5162 0.0141 0.0468  0.04
O8 -0.8722 0.8300 2.0024  -0.19
O9 -2.4627 0.8858 0.4640  0.08
N4 -1.5164 -1.3309 3.8555  0.00
C1 -2.6816 -1.1099 3.2164  -0.10
C2 -3.7420 -1.8594 3.4983  -0.07
C3 -3.7491 -2.8040 4.4807  -0.01
C4 -2.5109 -3.0500 5.0458  -0.06
C5 -1.4023 -2.3670 4.7331  -0.08
H1 -2.7650 -0.3324 2.4237  0.12
H2 -4.6324 -1.5805 2.9217  0.13
H3 -4.6228 -3.3335 4.8676  0.13
H4 -2.3106 -3.9110 5.6450  0.11
H5 -0.4435 -2.6321 5.1725  0.14
N5 2.2161 4.9392 -0.0709  0.07
C6 1.0045 5.4538 0.2871  -0.11
C7 -0.1444 5.2662 -0.5010  -0.04
C8 -0.0069 4.5659 -1.7183  -0.07
C9 1.1759 3.9644 -2.0508  -0.08
C10 2.2303 4.2221 -1.2064  -0.18
H6 0.9184 6.0268 1.1627  0.09
H7 -1.0474 5.6262 -0.1451  0.08
H8 -0.8753 4.5413 -2.3358  0.09
H9 1.3363 3.4223 -2.9697  0.10
H10 3.2345 3.8601 -1.4790  0.11
N6 4.6829 0.3830 -2.7432  0.07
C11 4.9695 -0.8945 -2.9990  -0.14
C12 4.0221 -1.8786 -3.3567  -0.06
C13 2.6838 -1.5452 -3.1896  -0.08
C14 2.2967 -0.2298 -2.9252  -0.04
C15 3.3776 0.6432 -2.7345  -0.17
H11 5.9932 -1.1607 -2.8461  0.10
H12 4.4012 -2.8835 -3.5590  0.11
H13 1.9392 -2.3287 -3.3227  0.11
H14 1.2800 0.0840 -2.9300  0.06
H15 3.0412 1.6519 -2.5886  0.07
N7 -3.2214 -4.8220 1.2307  0.05
C16 -1.9692 -5.2145 1.5921  -0.15
C17 -0.7961 -4.5485 1.2744  -0.07
C18 -0.8822 -3.3961 0.5207  -0.11
C19 -2.0937 -2.9345 0.0826  -0.07
C20 -3.2284 -3.7532 0.4098  -0.15
H16 -1.9598 -6.2048 2.0631  0.10
H17 0.1592 -4.9812 1.5136  0.10
H18 0.0370 -2.7963 0.2886  0.12
H19 -2.2281 -1.9648 -0.3827  0.09
H20 -4.2248 -3.3349 0.1443  0.11
N8 1.7550 1.1246 2.6466  -0.01
C21 2.3667 0.9596 1.5046  -0.10
C22 3.2837 1.9466 1.1184  -0.03
C23 3.7698 2.9539 1.9178  -0.06
C24 3.0340 3.1296 3.0349  -0.03
C25 2.0879 2.1279 3.4118  -0.11
H21 2.0056 0.3320 0.7278  0.10
H22 3.6935 1.8336 0.0885  0.11
H23 4.5213 3.6203 1.5461  0.12
H24 3.1191 3.8098 3.8836  0.11
H25 1.5160 2.4111 4.2931  0.11
C26 -1.0190 1.5624 -4.0386  -0.07
C27 -1.8192 0.3199 -3.9872  -0.19
O10 -2.9622 0.3714 -4.8952  0.06
C28 -2.7882 -0.1812 -6.0467  -0.39
O11 -1.7078 -0.6647 -6.4536  0.12
C29 -4.0264 -0.1962 -6.8627  -0.55
F1 -5.0818 -0.2016 -6.0163  0.15
F2 -4.1090 0.8255 -7.6915  0.20
F3 -4.1513 -1.3283 -7.5877  0.16
H26 -0.5349 1.5205 -5.0570  0.11
H27 -0.2182 1.3948 -3.2884  0.06
H28 -1.5186 2.5490 -3.9006  0.09
H29 -2.3549 0.3053 -3.0425  0.13
H30 -1.2168 -0.5468 -4.1501  0.12

=====

Below is C29H30CuNO3 as an isolated structure, with properties calculated with the ωB97M-V functional and the def2-TZVPD basis.

Net charge: -1
⟨S²⟩: 0.764
Highest occupied orbital energy (alpha / beta), eV: -3.7 / -3.5
HOMO-LUMO gap (alpha / beta), eV: 6.23 / 5.63
Multiplicity: 2

Last column: Löwdin charge in e.
Geometry (Å):
C1 2.6532 -0.0946 1.4761  -0.14
C2 2.6457 -0.9684 0.3157  -0.12
C3 1.8629 -0.3697 -0.6780  -0.16
H1 3.2708 -1.8575 0.1984  0.08
C4 1.3096 0.8764 -0.1248  -0.24
C5 1.8602 1.0235 1.2020  -0.17
H2 0.9637 1.7155 -0.7339  0.08
C6 -1.1741 -2.5590 2.0359  -0.12
C7 -0.2116 -3.4031 1.5045  -0.13
C8 -0.1583 -3.2174 0.0765  -0.07
H3 0.3842 -4.1193 2.0629  0.08
C9 -1.1385 -2.2703 -0.2975  -0.24
C10 -1.6660 -1.6790 0.9428  -0.17
H4 1.6779 -0.6859 -1.7139  0.08
H5 1.6270 1.8835 1.8254  0.10
H6 3.1561 -0.3020 2.4264  0.09
H7 -2.5437 -0.9967 0.9605  0.11
H8 0.5948 -3.7228 -0.5333  0.10
H9 -1.6299 -2.6183 3.0305  0.09
Cu1 -0.5908 0.0582 0.6539  0.57
C11 -1.6205 -1.8107 -1.6571  -0.46
C12 -3.1698 -1.6798 -1.8290  -0.03
C13 -1.0101 -2.6699 -2.7252  -0.07
H10 -3.6767 -2.6234 -1.5114  0.10
H11 -3.3466 -1.4508 -2.9037  0.08
H12 -3.6127 -0.8594 -1.2280  0.07
H13 -1.3052 -3.7075 -2.5841  0.09
H14 0.0820 -2.5663 -2.6841  0.09
H15 -1.3512 -2.2606 -3.6798  0.08
C14 -0.9340 -0.4218 -1.9394  -0.11
C15 -1.7664 0.8445 -1.8893  -0.41
H16 -0.1902 -0.4501 -2.7580  0.08
H17 -0.2221 -0.1238 -1.1462  0.03
O1 -2.2860 1.1219 -0.7905  0.06
N1 -1.6706 1.6045 -3.0628  0.04
C16 -0.4085 2.3931 -3.3792  -0.11
H18 -2.5264 1.9989 -3.4507  0.12
C17 0.8161 1.5412 -3.7159  -0.24
C18 1.9951 2.1299 -3.2501  -0.08
H19 1.8980 3.0615 -2.6709  0.12
C19 3.2269 1.5284 -3.4625  -0.07
H20 4.1153 2.0037 -3.0312  0.11
C20 3.2798 0.3406 -4.2062  -0.09
H21 4.2535 -0.1163 -4.3798  0.10
C21 2.1098 -0.2400 -4.7046  -0.09
H22 2.1713 -1.1720 -5.2545  0.10
C22 0.8638 0.3672 -4.4949  -0.06
H23 -0.0516 -0.0885 -4.8791  0.11
H24 -0.1371 3.0893 -2.5225  0.12
H25 -0.6474 3.0019 -4.2816  0.13
O2 0.3601 -0.6395 3.3360  0.01
C23 -0.2860 0.4270 3.3122  -0.58
O3 -0.8008 1.0449 2.2989  -0.09
C24 -0.4875 1.0909 4.6195  -0.14
C25 -1.1273 2.3273 4.7138  -0.03
C26 -1.2659 2.9398 5.9581  -0.10
C27 -0.7782 2.2899 7.1024  -0.11
C28 -0.1272 1.0431 6.9980  -0.09
C29 0.0194 0.4446 5.7499  -0.02
H26 -1.4953 2.8088 3.8089  0.11
H27 -1.7340 3.9287 6.0187  0.09
H28 -0.8809 2.7758 8.0671  0.08
H29 0.2955 0.5423 7.8771  0.09
H30 0.5364 -0.5026 5.5818  0.12